Model one:
{
  "formula": "C3H8N5",
  "method": "ωB97M-V/def2-TZVPD",
  "homo_energy_ev": [-13.5, -12.6],
  "total_charge": 1,
  "orbital_gap_ev": [8.54, 6.48],
  "species": ["C", "C", "C", "N", "N", "N", "N", "N", "H", "H", "H", "H", "H", "H", "H", "H"],
  "positions_angstrom": [[2.016, 0.096, -0.039], [-1.554, -0.021, 1.169], [-1.514, -0.224, -1.148], [0.208, 1.183, -0.048], [1.431, -1.044, 0.001], [0.379, -1.501, -0.094], [3.138, 0.728, -0.049], [-0.741, 0.406, -0.017], [-1.226, 0.610, 1.947], [-2.517, 0.193, 0.766], [-1.366, -1.090, 1.551], [-1.911, -1.168, -0.913], [-2.481, 0.217, -1.438], [-0.839, -0.218, -1.974], [2.958, 1.662, 0.254], [4.019, 0.170, 0.033]]
}

=====

Model two:
{
  "formula": "C3H8N5",
  "method": "ωB97M-V/def2-TZVPD",
  "smiles": "N[C@@H]1[NH+]=CN=CN1N",
  "homo_energy_ev": -14.0,
  "total_charge": 1,
  "orbital_gap_ev": 9.52,
  "species": ["N", "C", "N", "C", "N", "C", "N", "N", "H", "H", "H", "H", "H", "H", "H", "H"],
  "positions_angstrom": [[-0.798, 1.372, -0.794], [-0.391, 0.663, 0.307], [0.985, 1.071, 0.559], [1.965, 0.337, 0.087], [1.796, -0.837, -0.462], [0.577, -1.378, -0.438], [-0.476, -0.796, 0.075], [-1.755, -1.354, 0.269], [-0.315, 1.383, -1.693], [-1.376, 2.245, -0.822], [-1.050, 0.913, 1.251], [1.317, 1.875, 1.184], [2.961, 0.741, 0.051], [0.275, -2.297, -0.741], [-1.854, -2.380, -0.130], [-1.861, -1.557, 1.298]]
}

=====

Short version: model two is the most stable of them.

=====

Model one:
{
  "formula": "C3H6N2",
  "method": "ωB97M-V/def2-TZVPD",
  "smiles": "[H]/N=C/N1CC1",
  "homo_energy_ev": -9.5,
  "orbital_gap_ev": 10.61,
  "species": ["H", "N", "C", "N", "C", "C", "H", "H", "H", "H", "H"],
  "positions_angstrom": [[0.570, -2.711, -0.785], [0.057, -1.988, -0.246], [0.075, -0.886, -0.886], [-0.532, 0.274, -0.428], [-0.585, 0.501, 1.012], [0.244, 1.367, 0.111], [0.561, -0.763, -1.869], [-0.074, -0.234, 1.628], [-1.546, 0.806, 1.406], [1.319, 1.263, 0.208], [-0.090, 2.370, -0.151]]
}

=====

Model two:
{
  "formula": "C3H6N2",
  "method": "ωB97M-V/def2-TZVPD",
  "homo_energy_ev": -8.8,
  "orbital_gap_ev": 9.20,
  "species": ["C", "C", "C", "N", "N", "H", "H", "H", "H", "H", "H"],
  "positions_angstrom": [[2.279, 0.212, 0.113], [-1.269, 0.670, -0.198], [-1.434, -0.753, -0.022], [1.354, -0.417, -0.392], [-0.333, -0.101, 0.570], [3.383, 0.055, -0.279], [2.099, 0.642, 1.170], [-1.073, 1.140, -1.262], [-1.755, 1.252, 0.540], [-2.039, -1.364, 0.584], [-1.213, -1.337, -0.823]]
}

=====

Model three:
{
  "formula": "C3H6N2",
  "method": "ωB97M-V/def2-TZVPD",
  "smiles": "CNCC#N",
  "homo_energy_ev": -8.9,
  "orbital_gap_ev": 9.69,
  "species": ["C", "N", "C", "C", "N", "H", "H", "H", "H", "H", "H"],
  "positions_angstrom": [[1.479, -0.621, -0.165], [0.236, -0.032, 0.342], [-0.794, 0.983, 0.100], [-1.986, 0.183, -0.270], [-2.707, -0.697, -0.480], [1.394, -1.707, -0.004], [2.357, -0.311, 0.423], [1.729, -0.510, -1.226], [-0.149, -0.664, 1.014], [-1.038, 1.539, 1.029], [-0.628, 1.774, -0.644]]
}

=====

Model four:
{
  "formula": "C3H6N2",
  "method": "ωB97M-V/def2-TZVPD",
  "smiles": "CNCC#N",
  "homo_energy_ev": -9.7,
  "orbital_gap_ev": 10.61,
  "species": ["C", "N", "C", "C", "N", "H", "H", "H", "H", "H", "H"],
  "positions_angstrom": [[-0.177, 1.219, -0.736], [-0.724, -0.065, -0.321], [0.246, -1.097, -0.006], [0.684, -0.947, 1.402], [0.703, -0.755, 2.544], [0.452, 1.734, 0.010], [-1.022, 1.873, -0.977], [0.411, 1.078, -1.649], [-1.290, 0.069, 0.511], [-0.228, -2.082, -0.063], [1.057, -1.088, -0.742]]
}

=====

Short version: model four is the most stable of them.

=====

Model one:
{
  "formula": "C4H7NO3",
  "method": "ωB97M-V/def2-TZVPD",
  "homo_energy_ev": -9.7,
  "orbital_gap_ev": 10.18,
  "species": ["C", "C", "C", "C", "H", "H", "H", "H", "H", "H", "H", "N", "O", "O", "O"],
  "positions_angstrom": [[2.084, -1.203, 0.006], [0.579, 0.470, 0.034], [-0.001, 1.807, -0.002], [-2.529, -0.707, -0.105], [2.161, -1.576, 1.256], [1.094, -2.141, -0.400], [3.359, -0.986, -0.704], [-0.665, 2.005, 0.989], [-0.521, 2.141, -0.902], [0.637, 2.669, -0.013], [-2.409, -1.859, -0.167], [-0.270, -0.550, 0.117], [1.761, 0.101, -0.157], [-1.552, 0.072, 0.120], [-3.727, -0.244, -0.073]]
}

=====

Model two:
{
  "formula": "C4H7NO3",
  "method": "ωB97M-V/def2-TZVPD",
  "smiles": "N/C(=C/C(=O)O)CO",
  "homo_energy_ev": -8.5,
  "orbital_gap_ev": 8.95,
  "species": ["N", "C", "C", "C", "O", "O", "C", "O", "H", "H", "H", "H", "H", "H", "H"],
  "positions_angstrom": [[-1.710, 1.488, -0.046], [-0.695, 0.584, -0.001], [0.624, 0.927, -0.032], [1.768, 0.031, 0.011], [2.927, 0.422, 0.045], [1.503, -1.309, -0.041], [-1.203, -0.864, 0.014], [-2.625, -0.848, 0.052], [-2.671, 1.177, 0.028], [-1.496, 2.460, 0.102], [0.892, 1.986, -0.049], [2.375, -1.705, -0.040], [-0.779, -1.370, 0.910], [-0.803, -1.402, -0.869], [-2.955, -1.746, -0.158]]
}

=====

Model three:
{
  "formula": "C4H7NO3",
  "method": "ωB97M-V/def2-TZVPD",
  "smiles": "CO/C(=N/O)C(C)=O",
  "homo_energy_ev": -9.6,
  "orbital_gap_ev": 10.26,
  "species": ["C", "O", "C", "N", "O", "C", "C", "O", "H", "H", "H", "H", "H", "H", "H"],
  "positions_angstrom": [[1.671, 0.469, -1.921], [0.539, 0.915, -1.152], [-0.083, 0.099, -0.311], [0.296, -1.088, -0.215], [-0.515, -1.941, 0.570], [-1.305, 0.558, 0.503], [-1.053, 0.397, 1.933], [-2.246, 1.093, -0.056], [2.113, 1.362, -2.453], [1.390, -0.280, -2.656], [2.422, 0.048, -1.153], [-0.327, -2.852, 0.256], [-2.221, 0.321, 2.375], [-0.286, -0.571, 2.107], [-0.395, 1.469, 2.175]]
}

=====

Model four:
{
  "formula": "C4H7NO3",
  "method": "ωB97M-V/def2-TZVPD",
  "smiles": "C/C=C(/O)OC(N)=O",
  "homo_energy_ev": -8.0,
  "orbital_gap_ev": 8.60,
  "species": ["C", "C", "C", "O", "O", "C", "N", "O", "H", "H", "H", "H", "H", "H", "H"],
  "positions_angstrom": [[-1.702, 0.113, -0.543], [-0.719, 1.031, 0.121], [0.125, 0.673, 1.135], [0.542, 1.599, 2.029], [0.765, -0.507, 1.123], [1.297, -0.429, -0.385], [1.030, -1.624, -0.967], [2.090, 0.392, -0.755], [-1.523, 0.069, -1.621], [-1.657, -0.902, -0.141], [-2.720, 0.485, -0.390], [-0.936, 2.092, 0.039], [1.284, 1.201, 2.513], [1.669, -1.912, -1.693], [0.456, -2.282, -0.467]]
}

=====

Short version: model two is the most stable of them.

=====

Model one:
{
  "formula": "C4H7NO3",
  "method": "ωB97M-V/def2-TZVPD",
  "smiles": "C#C/C=N\\OC.OO",
  "homo_energy_ev": -9.6,
  "orbital_gap_ev": 9.27,
  "species": ["C", "C", "C", "N", "O", "C", "H", "H", "H", "H", "H", "O", "O", "H", "H"],
  "positions_angstrom": [[3.016, -1.856, -0.308], [2.029, -1.463, 0.391], [0.669, -0.879, 0.280], [0.435, 0.315, -0.154], [1.632, 1.034, -0.265], [1.349, 2.413, 0.030], [3.966, -2.225, 0.030], [-0.205, -1.301, 0.697], [2.305, 2.926, -0.081], [0.973, 2.502, 1.070], [0.615, 2.808, -0.703], [-3.305, 0.190, 0.409], [-4.063, -0.610, -0.482], [-3.800, 0.077, 1.245], [-3.386, -1.206, -0.841]]
}

=====

Model two:
{
  "formula": "C4H7NO3",
  "method": "ωB97M-V/def2-TZVPD",
  "smiles": "O=CNC(=O)CCO",
  "homo_energy_ev": -9.6,
  "orbital_gap_ev": 9.64,
  "species": ["O", "C", "N", "C", "O", "C", "C", "O", "H", "H", "H", "H", "H", "H", "H"],
  "positions_angstrom": [[-0.928, -1.430, 0.363], [-1.523, -1.236, -0.758], [-1.229, -0.081, -1.459], [-0.279, 0.836, -1.031], [-0.003, 1.826, -1.727], [0.358, 1.092, 0.517], [1.446, 0.070, 0.916], [1.089, -0.769, 1.956], [-2.084, -2.002, -1.221], [-1.970, 0.026, -2.246], [0.900, 2.200, 0.479], [-0.380, 0.974, 1.309], [1.764, -0.613, 0.008], [2.396, 0.740, 1.068], [0.443, -1.635, 1.827]]
}

=====

Short version: model two is the most stable of them.

=====

Model one:
{
  "formula": "C4H7NO3",
  "method": "ωB97M-V/def2-TZVPD",
  "smiles": "C=C(C(N)=O)C(O)O",
  "homo_energy_ev": -9.7,
  "orbital_gap_ev": 10.33,
  "species": ["C", "C", "C", "N", "O", "C", "O", "O", "H", "H", "H", "H", "H", "H", "H"],
  "positions_angstrom": [[-1.055, -1.815, 0.994], [-0.703, -0.603, 0.575], [-1.537, 0.498, 0.042], [-1.730, 1.512, 0.952], [-2.046, 0.490, -1.077], [0.930, -0.238, 0.228], [1.281, 0.925, 1.077], [1.167, 0.116, -1.087], [-0.267, -2.510, 1.441], [-1.986, -1.996, 1.264], [-1.010, 1.449, 1.583], [-1.922, 2.383, 0.580], [1.423, -1.139, 0.654], [2.171, 1.116, 0.725], [0.872, 1.053, -1.177]]
}

=====

Model two:
{
  "formula": "C4H7NO3",
  "method": "ωB97M-V/def2-TZVPD",
  "smiles": "COCC(=O)C#N.O",
  "homo_energy_ev": -11.1,
  "orbital_gap_ev": 10.57,
  "species": ["C", "O", "C", "C", "O", "C", "N", "H", "H", "H", "H", "H", "O", "H", "H"],
  "positions_angstrom": [[1.345, 0.897, 1.204], [0.826, -0.085, 0.327], [0.309, 0.435, -0.851], [-0.287, -0.672, -1.677], [0.009, -1.832, -1.571], [-1.565, -0.329, -2.385], [-2.677, -0.074, -2.596], [0.565, 1.614, 1.501], [1.690, 0.371, 2.101], [2.171, 1.443, 0.726], [-0.446, 1.220, -0.651], [1.068, 0.942, -1.477], [-1.027, -1.684, 1.888], [-0.292, -1.274, 1.403], [-1.689, -0.972, 2.062]]
}

=====

Short version: model one is the most stable of them.

=====

Model one:
{
  "formula": "C4H26BO21",
  "method": "ωB97M-V/def2-TZVPD",
  "homo_energy_ev": -8.4,
  "total_charge": -1,
  "orbital_gap_ev": 9.66,
  "species": ["O", "C", "O", "B", "O", "C", "O", "O", "C", "O", "C", "O", "O", "O", "H", "H", "O", "H", "H", "O", "H", "H", "O", "H", "H", "O", "H", "H", "O", "H", "H", "O", "H", "H", "O", "H", "H", "O", "H", "H", "O", "H", "H", "O", "H", "H", "O", "H", "H", "O", "H", "H"],
  "positions_angstrom": [[-2.563, 1.824, -0.223], [-1.729, 0.901, -0.329], [-0.469, 1.010, -0.054], [0.127, -0.322, -0.303], [-1.041, -1.133, -0.585], [-2.029, -0.463, -0.668], [-3.154, -0.845, -1.109], [0.818, -0.763, 0.887], [1.996, -1.002, 0.562], [2.864, -1.325, 1.370], [2.105, -0.955, -0.922], [1.057, -0.443, -1.481], [3.169, -0.859, -1.492], [1.236, -2.725, 3.306], [1.367, -2.092, 2.577], [0.345, -2.359, 3.507], [3.007, 1.439, -3.030], [2.984, 2.264, -2.652], [3.089, 0.916, -2.232], [3.601, -1.666, 4.265], [2.994, -2.171, 3.880], [4.441, -1.908, 4.063], [-4.116, 1.320, 2.802], [-4.222, 0.935, 1.964], [-3.341, 1.877, 2.764], [-4.088, -0.399, -3.594], [-3.786, -0.425, -2.737], [-3.400, 0.090, -3.974], [0.677, 0.033, -4.163], [0.986, 0.211, -3.411], [0.529, -0.842, -4.231], [4.819, 0.963, 3.077], [5.206, 1.546, 3.804], [4.057, 0.550, 3.352], [-5.399, 0.258, 0.567], [-6.316, 0.030, 0.418], [-5.301, 0.117, -0.419], [-4.952, 3.265, -0.715], [-4.046, 2.998, -0.436], [-5.261, 3.697, 0.141], [-0.787, 4.404, 0.492], [-1.010, 3.918, 1.305], [-0.839, 3.684, -0.028], [5.591, -1.495, 0.895], [5.739, -0.813, 0.256], [4.775, -1.177, 1.495], [-4.507, -2.948, 0.332], [-4.159, -2.121, -0.010], [-4.982, -2.783, 1.195], [4.565, -1.185, -3.899], [4.140, -1.118, -3.040], [5.213, -1.918, -3.537]]
}

=====

Model two:
{
  "formula": "C4H26BO21",
  "method": "ωB97M-V/def2-TZVPD",
  "homo_energy_ev": -8.2,
  "total_charge": -1,
  "orbital_gap_ev": 9.61,
  "species": ["O", "C", "O", "B", "O", "C", "O", "O", "C", "O", "C", "O", "O", "O", "H", "H", "O", "H", "H", "O", "H", "H", "O", "H", "H", "O", "H", "H", "O", "H", "H", "O", "H", "H", "O", "H", "H", "O", "H", "H", "O", "H", "H", "O", "H", "H", "O", "H", "H", "O", "H", "H"],
  "positions_angstrom": [[23.682, 3.355, -19.041], [22.622, 3.123, -18.402], [22.216, 3.500, -17.127], [20.832, 3.139, -16.814], [20.465, 2.243, -17.882], [21.482, 2.185, -18.820], [21.576, 1.518, -19.846], [19.966, 4.358, -16.818], [19.350, 4.451, -15.673], [18.466, 5.262, -15.322], [19.821, 3.364, -14.797], [20.664, 2.576, -15.452], [19.427, 3.266, -13.682], [20.473, -0.896, -18.191], [19.750, -0.310, -17.968], [21.261, -0.383, -18.015], [19.994, 7.659, -14.182], [19.349, 8.326, -14.417], [19.797, 6.920, -14.758], [15.321, 4.107, -15.528], [15.934, 4.405, -14.856], [14.612, 4.749, -15.509], [18.704, 1.360, -20.519], [18.716, 1.210, -21.464], [19.621, 1.298, -20.254], [16.835, 3.845, -11.316], [16.648, 3.947, -10.382], [17.784, 3.723, -11.358], [25.157, 5.655, -18.910], [24.310, 5.273, -18.680], [24.948, 6.329, -19.557], [22.889, 1.296, -22.659], [22.646, 1.004, -21.780], [22.955, 2.248, -22.585], [18.180, 1.067, -12.212], [17.697, 1.044, -13.039], [17.892, 1.875, -11.788], [23.308, 0.570, -14.512], [23.925, -0.020, -14.945], [22.535, 0.565, -15.077], [27.105, 3.146, -19.550], [26.225, 3.332, -19.223], [26.980, 2.451, -20.196], [23.602, 3.174, -13.891], [24.500, 2.896, -14.070], [23.064, 2.424, -14.145], [22.143, 4.698, -11.859], [21.220, 4.594, -12.091], [22.600, 4.053, -12.398], [18.086, 0.807, -17.155], [17.391, 0.468, -17.719], [18.430, 1.565, -17.628]]
}

=====

Short version: model two is the most stable of them.